# 1
ORCA calculation (wB97M-V/def2-TZVPD) on C17H23Cl5NO2P2Sn as an isolated structure.

Each line ends with the Mulliken charge.
Atoms and positions in Å:
Sn: 0.02689 -0.52671 0.76262  1.030
P: -2.37967 -0.18064 -0.05239  0.628
C: -2.08656 0.17223 -1.74855  -1.712
C: -0.81281 0.62497 -2.19094  1.562
N: 0.31166 0.37332 -1.41575  0.208
C: 1.52450 0.77247 -1.83107  0.417
C: 1.70089 1.52338 -2.98980  -0.805
C: 0.59080 1.80917 -3.78255  -0.711
C: -0.64722 1.32939 -3.40221  -1.016
C: 2.74593 0.47232 -0.96350  -1.133
P: 2.49642 -0.94853 0.15678  0.676
H: -1.55042 1.49445 -3.98805  0.531
H: 2.71036 1.84858 -3.24925  0.585
H: 0.70441 2.39915 -4.68976  0.479
H: 3.60852 0.24196 -1.60578  0.636
H: 2.99975 1.36156 -0.36338  0.431
H: -2.07956 -1.71982 -2.95124  0.290
H: -2.93392 0.31558 -2.42574  0.574
H: -0.99193 -3.32433 -1.78981  0.349
O: -1.85044 -2.66522 -3.06981  -0.610
H: -2.24591 -2.92921 -3.91912  0.299
H: -0.22130 -2.26086 0.85568  0.058
O: -0.44124 -3.52031 -0.98368  -0.537
H: 0.25840 -4.13270 -1.27467  0.266
C: 2.85768 -2.38583 -0.88814  -1.302
H: 3.89370 -2.30879 -1.25320  0.460
H: 2.74411 -3.29984 -0.28853  0.417
H: 2.16154 -2.42775 -1.73786  0.319
C: 3.75656 -0.87398 1.45142  -1.194
H: 3.68534 -1.79222 2.05510  0.415
H: 4.76163 -0.80356 1.00560  0.416
H: 3.57466 -0.00596 2.10392  0.371
C: -3.16955 1.20567 0.83103  -1.122
H: -4.17939 1.36446 0.41719  0.472
H: -3.24947 0.96827 1.90368  0.346
H: -2.57656 2.12662 0.71251  0.317
C: -3.42473 -1.64165 0.16828  -1.187
H: -3.57464 -1.81966 1.24220  0.417
H: -4.39890 -1.46079 -0.30842  0.469
H: -2.94622 -2.52178 -0.27882  0.335
Cl: -0.63843 -1.12615 3.95997  -0.006
C: -0.30009 0.55540 3.65966  0.544
C: 0.00608 0.97152 2.35866  -1.077
C: 0.18191 2.33559 2.11074  0.674
Cl: 0.43724 2.90750 0.48681  -0.001
C: 0.11980 3.28335 3.15115  0.076
Cl: 0.35747 4.94289 2.81686  -0.024
C: -0.15831 2.85657 4.47029  0.276
Cl: -0.25173 3.99401 5.73311  -0.067
C: -0.37277 1.47802 4.72223  0.164
Cl: -0.73451 0.94790 6.30653  0.000

molecular weight = 631.3 g mol⁻¹
E_tot = -110579.6746 eV
total charge = +3

***

# 2
ORCA calculation (wB97M-V/def2-TZVPD) on C17H23ClN2Os as an isolated structure.

Each line ends with the Mulliken charge.
Atoms and positions in Å:
C: -1.12398 0.49429 -4.91941  0.746
C: -1.69690 1.77482 -4.44434  -1.117
C: 0.31439 0.43006 -5.28258  -1.141
C: -1.89317 -0.76171 -4.75985  -1.158
Cl: -0.34605 0.01112 -1.37294  -0.318
H: 0.27465 0.55391 -6.38843  0.308
H: 0.81519 -0.52014 -5.02044  0.294
H: 0.93702 1.22328 -4.82834  0.291
H: -2.14498 2.18833 -5.37402  0.345
H: -0.95616 2.48863 -4.04086  0.267
H: -2.47309 1.68109 -3.66833  0.274
H: -2.36623 -0.87198 -5.75572  0.349
H: -2.66640 -0.73563 -3.97828  0.275
H: -1.28113 -1.65144 -4.53665  0.288
C: 1.51956 1.11186 1.94577  0.045
C: 2.55561 0.83847 0.99064  -1.064
C: 2.15374 1.35401 -0.25654  -0.293
H: 3.45750 0.29298 1.21258  0.590
C: 0.88078 1.99792 -0.08713  -0.781
C: 0.47649 1.84070 1.26233  -0.217
H: -0.43099 2.19347 1.73708  0.355
H: 1.49507 0.83627 2.98492  0.610
H: 2.71282 1.26562 -1.18888  0.445
H: 0.28049 2.48621 -0.85001  0.564
C: -0.35588 -1.97775 1.24674  -0.053
C: 0.88568 -1.76433 1.91205  0.034
C: 1.94624 -1.94070 0.94349  -1.089
H: 0.99892 -1.48742 2.94163  0.576
C: 1.33979 -2.22805 -0.30802  -0.336
C: -0.07516 -2.28859 -0.11040  -0.873
H: -0.85372 -2.44036 -0.86554  0.559
H: -1.33099 -1.90635 1.71284  0.334
H: 2.99533 -1.82223 1.14723  0.573
H: 1.87460 -2.33263 -1.24809  0.420
Os: 0.76960 -0.20992 0.46172  0.950
N: -1.32100 -0.67152 6.02087  0.000
C: -1.11983 0.66572 6.11898  -0.392
C: -0.58283 1.07011 4.94200  0.047
N: -0.43770 -0.02830 4.11809  -0.099
C: -0.90902 -1.07321 4.78158  -0.157
H: -1.69305 -1.30652 6.72627  0.253
H: -1.35964 1.25211 7.01566  0.407
H: -0.28092 2.07126 4.61025  0.453
H: -0.98463 -2.10346 4.45209  0.434

molecular weight = 481.1 g mol⁻¹
2S+1 = 5
total charge = +2
⟨S²⟩ = 6.025
energy relative to the best compared isomer or geometry (same formula, charge and spin) = 27.8 kcal per mole

***

# 3
ORCA calculation (wB97M-V/def2-TZVPD) on C17H23ClN2Sn as an isolated structure.

Each line ends with the Mulliken charge.
Atoms and positions in Å:
C: -5.54533 -3.58911 0.02582  0.900
C: -6.66977 -2.80038 0.69495  -1.371
C: -5.95941 -3.93330 -1.40399  -1.336
C: -5.30410 -4.88490 0.79869  -1.358
Cl: -4.01805 -2.58586 0.01112  -0.167
H: -6.87997 -4.53296 -1.38258  0.367
H: -5.18266 -4.50510 -1.91675  0.375
H: -6.14354 -3.03245 -1.99364  0.366
H: -7.58796 -3.40371 0.71010  0.361
H: -6.87321 -1.87085 0.15849  0.373
H: -6.41154 -2.53227 1.72199  0.377
H: -6.22585 -5.48278 0.81553  0.360
H: -4.99968 -4.68463 1.82853  0.371
H: -4.51303 -5.47938 0.33600  0.374
C: -0.07462 2.34681 -0.95179  -0.226
C: -0.36108 1.46801 -2.02566  -0.447
C: -1.64226 0.88775 -1.80573  -0.634
H: 0.28328 1.30472 -2.89477  0.491
C: -2.17095 1.44956 -0.58548  -0.418
C: -1.17516 2.36591 -0.07373  -0.690
H: -1.31513 3.04082 0.76894  0.464
H: 0.79806 2.99169 -0.89522  0.638
H: -2.18383 0.24426 -2.50009  0.518
H: -3.19554 1.36522 -0.22709  0.595
C: 1.78243 -1.72073 0.90702  -0.653
C: 2.32532 -0.98374 -0.16327  -0.187
C: 1.65021 -1.34573 -1.35457  -0.452
H: 3.19818 -0.33804 -0.11589  0.635
C: 0.63775 -2.29280 -1.02856  -0.578
C: 0.71910 -2.54653 0.38698  -0.467
H: 0.20567 -3.33545 0.93213  0.574
H: 2.16968 -1.75525 1.92365  0.459
H: 1.89734 -0.98034 -2.35665  0.486
H: 0.00701 -2.82535 -1.74165  0.515
Sn: -0.90775 -0.48340 0.56149  1.173
N: 1.39888 1.91980 3.66642  -0.065
C: 2.34390 2.34947 2.73248  -0.790
C: 1.97642 1.78678 1.53375  -0.520
N: 0.82578 1.02263 1.73090  0.368
C: 0.51618 1.13397 3.02130  -0.428
H: 1.36498 2.15397 4.66956  0.264
H: 3.16275 2.99438 2.99055  0.421
H: 2.45363 1.87955 0.56512  0.541
H: -0.32595 0.66703 3.51264  0.422

molecular weight = 409.5 g mol⁻¹
E_tot = -39316.1211 eV
total charge = +2

***

# 4
ORCA calculation (wB97M-V/def2-TZVPD) on a 6-piece molecular cluster, C17H23ClN3O6 overall.

Each line ends with the Mulliken charge.
Atoms and positions in Å:
Cl: -6.96485 5.75366 14.89424  1.841
O: -8.34879 5.61325 15.31143  -0.702
O: -6.08872 5.45348 16.01054  -0.684
O: -6.67858 4.81094 13.82290  -0.787
O: -6.76876 7.09331 14.40827  -0.622
N: -8.34359 3.65319 19.54597  -0.483
C: -9.01852 2.77334 20.28238  -0.246
C: -9.61292 1.62869 19.77451  -0.314
C: -9.47284 1.36059 18.42045  -0.349
C: -8.76918 2.26329 17.64911  -0.480
C: -8.23049 3.39691 18.25088  -0.140
H: -9.10932 2.99962 21.34131  0.334
H: -10.18025 0.98496 20.43457  0.341
H: -9.89643 0.47235 17.96765  0.365
H: -8.57508 2.10680 16.59600  0.406
H: -7.81069 4.17415 17.62205  0.543
N: -10.40282 8.66241 13.40956  -0.358
C: -11.47956 9.40058 13.17770  -0.239
C: -12.66997 8.90685 12.67462  -0.345
C: -12.73254 7.56559 12.34356  -0.239
C: -11.60841 6.78673 12.56616  -0.571
C: -10.47476 7.37117 13.11964  0.063
H: -11.38490 10.45367 13.43051  0.339
H: -13.52263 9.56120 12.54456  0.343
H: -13.63585 7.12880 11.93528  0.367
H: -11.60212 5.72866 12.33669  0.356
H: -9.60906 6.75197 13.33333  0.270
N: -4.08624 8.28030 12.05869  -0.324
C: -4.70056 7.18761 11.61689  -0.010
C: -4.30953 6.51780 10.46415  -0.532
C: -3.19575 6.97184 9.77123  -0.226
C: -2.51614 8.06975 10.26026  -0.360
C: -2.99914 8.68148 11.40196  -0.282
H: -5.53181 6.79782 12.19966  0.291
H: -4.87949 5.68751 10.06935  0.380
H: -2.89225 6.48171 8.85352  0.357
H: -1.63964 8.47836 9.77180  0.368
H: -2.50261 9.54763 11.82964  0.350
C: -7.50185 7.97880 17.88993  -0.453
O: -6.37203 8.68013 17.40912  -0.480
H: -7.24495 6.95973 18.18995  0.167
H: -7.95393 8.49043 18.75418  0.327
H: -8.26731 7.91150 17.12015  0.161
H: -5.60877 8.42305 17.93276  0.278
C: -2.87746 6.54802 14.86780  -0.606
O: -3.79610 7.48801 15.41416  -0.410
H: -2.26561 7.03480 14.11235  0.185
H: -2.19350 6.22428 15.66532  0.328
H: -3.41976 5.69167 14.46270  0.240
H: -4.17755 7.05555 16.18581  0.239

molecular weight = 400.8 g mol⁻¹
total charge = -1
energy relative to the best compared isomer or geometry (same formula, charge and spin) = 1.7 kcal per mole